Record 1
The following is a DFT calculation (ωB97M-V/def2-TZVPD) of a structure of composition C51H47AuBrF3N3O2SbSi in a non-equilibrium geometry.

Properties
**E_tot**: -158502.9915 eV
**Multiplicity**: 3
**⟨S²⟩**: 2.015
**Energy relative to the best compared isomer or geometry (same formula, charge and spin)**: 0.737 eV
**LUMO energy (spin up / spin down)**: -4.663 / -7.151 eV
**Charge**: +2
**Strongest force on any atom**: 1.266 eV/A

Structure (XYZ):
```
110
Properties=species:S:1:pos:R:3:mulliken_charge:R:1
Au 0.03 0.58 -0.78 2.184
C -0.06 -0.11 1.28 -0.444
Si -0.33 -1.90 1.84 0.343
C -1.59 -2.79 0.58 -0.768
N -1.31 -2.46 -0.74 0.237
C -2.27 -1.78 -1.55 1.175
C -3.01 -2.83 -2.41 -0.692
C -2.03 -3.93 -2.85 -0.839
C -0.61 -3.40 -2.88 -0.566
C -0.19 -3.01 -1.45 -0.045
C 1.20 -3.01 1.89 0.170
C 1.08 -4.36 2.22 -0.653
C 2.20 -5.16 2.37 -0.808
C 3.46 -4.62 2.19 -0.752
C 3.60 -3.28 1.88 -0.362
C 2.48 -2.49 1.73 0.744
C -1.20 -1.83 3.52 0.505
C -2.51 -2.23 3.74 -0.188
C -3.10 -2.08 4.98 -0.816
C -2.39 -1.53 6.03 -0.572
C -1.07 -1.15 5.84 -0.724
C -0.48 -1.30 4.60 -0.509
H 0.90 0.23 1.66 0.717
H -0.83 0.51 1.72 -0.502
H -2.59 -2.46 0.84 0.670
H -1.48 -3.86 0.78 0.450
H -1.74 -1.07 -2.20 -0.459
H -2.97 -1.23 -0.92 -0.916
H -3.45 -2.32 -3.27 0.476
H -3.82 -3.27 -1.83 0.349
H -2.32 -4.31 -3.83 0.476
H -2.08 -4.77 -2.15 0.286
H -0.55 -2.54 -3.54 0.018
H 0.08 -4.15 -3.26 0.592
H 0.62 -2.26 -1.48 -0.475
H 0.19 -3.88 -0.91 0.595
H 0.10 -4.79 2.38 0.407
H 2.09 -6.20 2.63 0.430
H 4.33 -5.25 2.31 0.425
H 4.59 -2.85 1.76 0.468
H 2.59 -1.44 1.48 -0.186
H -3.09 -2.67 2.94 0.377
H -4.13 -2.39 5.13 0.446
H -2.85 -1.40 7.00 0.429
H -0.50 -0.74 6.66 0.440
H 0.55 -1.01 4.46 0.423
C -0.54 0.71 -4.20 -1.175
O 0.38 0.27 -3.22 0.203
C 1.72 0.18 -3.58 0.267
C 2.17 0.24 -4.87 -0.301
C 3.54 0.17 -5.14 -0.986
Br 4.13 0.23 -6.94 -0.189
C 4.45 0.07 -4.12 -0.583
C 4.01 0.01 -2.78 0.400
C 2.62 0.03 -2.48 0.494
O 2.18 -0.08 -1.27 -1.735
C 4.94 -0.02 -1.69 0.305
N 4.57 -0.05 -0.41 0.598
C 5.68 -0.02 0.40 0.579
C 5.82 -0.02 1.78 -0.557
C 7.12 0.01 2.27 -0.636
C 8.22 0.04 1.41 -0.573
C 8.08 0.05 0.04 -0.949
C 6.79 0.02 -0.46 0.156
N 6.29 0.03 -1.74 -0.058
H -0.73 -0.07 -4.94 0.396
H -0.17 1.61 -4.70 0.591
H -1.47 0.94 -3.67 0.122
H 1.48 0.34 -5.70 0.624
H 5.50 0.04 -4.35 0.523
H 3.56 -0.10 -0.19 -0.328
H 4.97 -0.04 2.44 0.510
H 7.28 0.01 3.33 0.426
H 9.21 0.05 1.84 0.421
H 8.94 0.09 -0.61 0.440
H 6.84 0.06 -2.59 0.254
F 0.46 6.51 3.57 -0.308
C -0.05 5.69 2.66 0.189
C -1.05 6.15 1.81 -0.639
C -1.58 5.29 0.86 -0.380
C -1.11 3.99 0.78 0.294
C -0.09 3.55 1.61 -0.366
C 0.44 4.40 2.57 -0.696
Sb -1.88 2.60 -0.65 1.130
C -3.31 3.77 -1.78 -0.057
C -3.12 4.02 -3.14 -0.727
C -4.07 4.74 -3.84 -0.471
C -5.19 5.21 -3.17 0.187
F -6.11 5.89 -3.85 -0.307
C -5.38 4.98 -1.82 -0.679
C -4.43 4.25 -1.12 -0.140
C -3.31 1.51 0.51 0.469
C -4.29 0.81 -0.19 -1.186
C -5.14 -0.06 0.48 -0.485
C -4.99 -0.20 1.85 -0.021
F -5.77 -1.08 2.49 -0.402
C -4.05 0.52 2.56 -0.259
C -3.20 1.37 1.88 -0.753
H -1.39 7.17 1.90 0.472
H -2.35 5.64 0.20 0.389
H 0.30 2.55 1.51 0.218
H 1.22 4.08 3.24 0.504
H -2.24 3.65 -3.65 0.383
H -3.96 4.94 -4.89 0.474
H -6.26 5.37 -1.33 0.475
H -4.57 4.06 -0.07 0.562
H -4.40 0.95 -1.26 0.572
H -5.89 -0.62 -0.05 0.570
H -3.99 0.40 3.63 0.607
H -2.47 1.94 2.43 0.585
```



Record 2
The following is a DFT calculation (ωB97M-V/def2-TZVPD) of a structure of composition C51H47CaCl2N5O9S2Sb2 in a non-equilibrium geometry.

Properties
**E_tot**: -157764.2345 eV
**Energy relative to the best compared isomer or geometry (same formula, charge and spin)**: 0.000 eV
**LUMO energy**: 3.386 eV
**Charge**: -2
**Strongest force on any atom**: 1.315 eV/A

Structure (XYZ):
```
119
Properties=species:S:1:pos:R:3:mulliken_charge:R:1
Ca 0.38 0.39 0.79 2.774
O 0.60 -5.11 2.37 -0.750
C 1.60 -4.98 1.48 0.712
C 2.44 -6.08 1.27 -0.824
C 3.49 -6.00 0.37 -0.192
C 3.72 -4.84 -0.35 -1.008
C 2.89 -3.75 -0.14 -0.783
C 1.83 -3.79 0.76 -0.087
C 0.98 -2.57 0.90 0.454
O 1.30 -1.56 0.22 -0.216
N -0.03 -2.69 1.74 -0.787
N -0.75 -1.50 1.95 -0.166
C -1.73 -1.65 2.73 -0.137
S -2.67 -0.26 3.28 -0.035
C -4.09 -1.26 3.74 -0.326
C -3.56 -2.51 4.42 -0.649
S -2.28 -3.21 3.36 -0.188
H 0.13 -4.23 2.39 0.599
H 2.25 -6.98 1.84 0.401
H 4.12 -6.87 0.23 0.353
H 4.54 -4.77 -1.05 0.421
H 3.04 -2.82 -0.67 0.588
H -4.67 -1.52 2.85 -0.099
H -4.71 -0.66 4.41 0.509
H -4.34 -3.26 4.56 0.384
H -3.14 -2.25 5.39 0.303
C 4.34 -0.38 -2.47 -1.510
Sb 2.25 0.04 -2.69 0.626
C 2.14 -0.98 -4.59 -1.568
C 2.53 2.04 -3.50 -0.856
C 1.78 2.25 -4.77 0.833
C 2.41 2.02 -5.99 -0.384
C 1.74 2.11 -7.19 -0.669
C 0.39 2.44 -7.20 -0.745
C -0.24 2.70 -5.99 -0.646
C 0.42 2.62 -4.77 0.940
C -0.32 3.00 -3.53 -1.095
Sb -1.26 1.46 -2.29 -0.050
C -1.96 0.28 -3.97 -1.265
C -3.13 2.51 -2.18 -1.532
H 4.83 -0.18 -3.42 0.416
H 4.49 -1.41 -2.18 0.366
H 4.76 0.26 -1.70 0.447
H 2.85 -0.57 -5.30 0.518
H 1.14 -0.90 -5.02 0.256
H 2.36 -2.03 -4.42 0.458
H 3.61 2.16 -3.65 0.854
H 2.23 2.72 -2.70 -0.396
H 3.46 1.76 -5.98 0.423
H 2.26 1.93 -8.12 0.375
H -0.16 2.52 -8.13 0.399
H -1.28 3.00 -5.99 0.375
H -1.16 3.64 -3.82 0.867
H 0.31 3.56 -2.85 -0.474
H -2.39 0.95 -4.72 0.536
H -2.72 -0.42 -3.63 0.487
H -1.15 -0.28 -4.43 0.103
H -3.21 3.19 -3.04 0.644
H -3.19 3.08 -1.26 0.211
H -3.94 1.79 -2.23 0.396
C -5.00 0.22 0.79 -0.817
C -5.53 -0.99 0.40 -0.869
C -4.75 -1.86 -0.35 -0.690
C -3.46 -1.47 -0.68 0.647
N -2.94 -0.31 -0.29 0.966
C -3.69 0.52 0.42 -0.200
C -2.53 -2.28 -1.52 0.067
C -2.99 -3.28 -2.38 -1.128
C -2.07 -3.95 -3.16 -0.654
C -0.73 -3.60 -3.07 -1.156
C -0.38 -2.58 -2.19 -0.437
N -1.25 -1.94 -1.44 0.768
H -5.56 0.93 1.37 0.511
H -6.54 -1.27 0.68 0.341
H -5.13 -2.83 -0.65 0.428
H -3.20 1.45 0.71 0.033
H -4.04 -3.51 -2.46 0.402
H -2.40 -4.72 -3.85 0.394
H 0.03 -4.08 -3.67 0.497
H 0.65 -2.26 -2.09 0.592
O 5.46 3.93 1.75 -0.740
C 4.49 3.21 1.55 0.212
C 3.93 2.18 2.51 0.106
O 4.39 1.90 3.61 -0.776
C 2.74 1.61 1.84 0.265
C 2.55 2.25 0.58 1.342
O 1.57 1.99 -0.20 0.448
C 3.63 3.19 0.31 -0.379
O 3.83 3.84 -0.73 -0.846
O 1.98 0.71 2.31 -1.079
Cl 1.57 5.61 -1.32 -0.037
C 0.12 6.46 -1.69 1.229
C -0.01 7.00 -2.96 -0.728
C -1.22 7.54 -3.37 -0.484
C -2.30 7.54 -2.50 -0.572
C -2.13 7.03 -1.23 0.696
Cl -3.52 7.06 -0.16 -0.262
C -0.93 6.50 -0.76 -1.493
N -0.88 5.97 0.52 0.159
C 0.26 6.02 1.31 0.523
C 1.06 7.16 1.28 -0.250
C 2.23 7.24 2.00 -0.576
C 2.61 6.18 2.81 -0.912
C 1.77 5.08 2.90 -1.111
C 0.58 4.97 2.19 1.321
C -0.27 3.76 2.56 -1.745
C -0.96 2.77 1.60 0.778
O -1.55 3.14 0.58 -0.521
O -0.95 1.58 2.01 -0.726
H 0.83 6.93 -3.64 0.434
H -1.33 7.94 -4.37 0.376
H -3.26 7.93 -2.79 0.421
H -1.39 5.06 0.58 0.259
H 0.77 7.98 0.62 0.365
H 2.86 8.12 1.92 0.359
H 3.55 6.19 3.34 0.392
H 2.06 4.26 3.55 0.370
H -1.09 4.11 3.21 0.486
H 0.34 3.13 3.21 0.409
```